Density functional theory data (the ωB97M-V functional and the def2-TZVPD basis) for a structure of composition C32H51Cl3N11O3PSSn.

Values from the calculation:
HOMO level (spin up / spin down) = -12.6 / -12.7 eV
Kohn-Sham gap (spin up / spin down) = 6.21 / 3.99 eV
LUMO energy (spin up / spin down) = -6.4 / -8.7 eV

```
! wB97M-V def2-TZVPD RIJCOSX def2/J DEFGRID3
* xyz 2 1
Sn 0.046 -0.329 0.631
N -5.407 2.755 4.710
C -4.682 2.503 3.619
C -4.509 3.504 2.625
C -3.787 3.226 1.500
C -3.215 1.955 1.337
C -3.327 0.973 2.335
C -4.056 1.235 3.459
S -2.321 1.576 -0.134
O -2.821 2.320 -1.240
O -2.310 0.122 -0.243
N -0.764 1.904 0.214
C -0.290 3.173 0.163
N 1.040 3.306 0.045
C 1.530 4.528 -0.054
C 0.735 5.667 -0.038
C -0.619 5.436 0.157
N -1.123 4.221 0.277
H -5.947 3.606 4.778
H -5.645 2.005 5.344
H -4.974 4.474 2.749
H -3.664 3.962 0.718
H -2.857 0.010 2.190
H -4.183 0.480 4.224
H 2.609 4.599 -0.148
H 1.141 6.660 -0.151
H -1.326 6.255 0.247
N 1.848 -1.592 -0.040
P 3.255 -1.862 -0.670
N 3.921 -0.504 -1.368
C 5.112 -0.563 -2.216
C 6.102 0.519 -1.803
C 5.497 1.911 -2.055
C 3.967 1.887 -1.882
C 3.560 0.829 -0.869
N 4.311 -2.522 0.428
C 5.516 -3.293 0.129
C 5.623 -4.456 1.110
C 5.847 -3.924 2.535
C 5.157 -2.560 2.730
C 3.925 -2.456 1.846
N 3.231 -2.948 -1.949
C 2.740 -2.449 -3.253
C 1.632 -3.330 -3.812
C 2.148 -4.757 -4.034
C 3.075 -5.199 -2.882
C 2.865 -4.335 -1.644
H 4.834 -0.403 -3.265
H 5.550 -1.560 -2.146
H 7.030 0.398 -2.361
H 6.337 0.390 -0.743
H 5.744 2.244 -3.064
H 5.944 2.627 -1.365
H 3.479 1.667 -2.834
H 3.602 2.858 -1.546
H 2.485 0.857 -0.687
H 4.055 1.046 0.088
H 6.405 -2.659 0.229
H 5.477 -3.640 -0.905
H 6.431 -5.123 0.812
H 4.695 -5.032 1.070
H 6.915 -3.821 2.730
H 5.459 -4.647 3.254
H 5.846 -1.752 2.477
H 4.865 -2.424 3.772
H 3.376 -1.520 2.011
H 3.227 -3.267 2.094
H 3.579 -2.435 -3.959
H 2.398 -1.420 -3.138
H 1.272 -2.903 -4.748
H 0.793 -3.329 -3.109
H 2.695 -4.799 -4.976
H 1.302 -5.439 -4.125
H 4.121 -5.124 -3.187
H 2.891 -6.240 -2.616
H 3.474 -4.687 -0.812
H 1.818 -4.407 -1.328
C -0.279 3.116 3.618
N -0.062 2.082 4.621
C 0.593 2.552 5.839
C 0.011 0.797 4.190
O 0.074 0.536 2.964
N 0.007 -0.207 5.098
C -0.642 -0.117 6.399
C 0.232 -1.559 4.605
H -0.690 3.994 4.116
H -0.985 2.766 2.870
H 0.650 3.391 3.110
H 1.333 3.309 5.574
H 1.114 1.740 6.340
H -0.125 3.005 6.524
H -1.063 0.871 6.551
H 0.058 -0.340 7.205
H -1.454 -0.848 6.445
H 1.064 -1.564 3.905
H -0.651 -1.949 4.088
H 0.468 -2.203 5.449
Cl -1.260 -0.909 -5.211
C -0.391 0.442 -4.476
Cl 1.176 0.676 -5.286
Cl -1.356 1.925 -4.533
C -0.104 0.135 -3.083
N 0.156 -0.101 -1.993
*
```

Here are the Mulliken charges for atoms 1 to 99, given in e: 1.502 -0.361 1.230 -0.856 -0.205 -0.510 -0.321 -0.787 1.567 -0.707 -0.802 0.404 -0.621 -0.128 0.025 -1.078 -0.130 -0.152 0.260 0.256 0.389 0.560 0.567 0.366 0.491 0.435 0.470 -0.872 -0.926 1.228 -0.660 -0.970 -0.702 -0.386 0.005 1.110 -0.747 -0.916 -0.611 -1.012 -0.585 0.649 -0.124 -0.746 -0.721 -0.946 -0.253 0.241 0.598 0.445 0.246 0.317 0.331 0.165 0.007 -0.302 0.177 0.365 0.559 0.504 0.209 0.302 0.347 0.298 0.381 0.382 0.272 0.140 0.190 0.356 0.228 0.349 0.332 0.279 0.432 0.002 0.302 -0.755 0.272 -1.201 0.187 -0.513 0.158 -1.244 -0.959 0.530 -0.239 0.407 0.388 0.406 0.327 0.414 0.337 0.414 0.227 0.302 0.405 -0.059 0.657